Record 1
{
  "formula": "C22H25FN6O",
  "method": "ωB97M-V with the def2-TZVPD basis set",
  "de_lowest_kcal_mol": 509.3,
  "molar_mass_g_mol": 408.48,
  "lumo_ev": 0.15,
  "gap_ha": 0.301,
  "symbols": ["C", "C", "H", "N", "N", "C", "C", "C", "C", "C", "H", "H", "H", "H", "H", "N", "H", "H", "H", "C", "C", "H", "H", "H", "C", "C", "H", "N", "H", "O", "C", "C", "H", "C", "H", "F", "C", "H", "H", "H", "H", "C", "N", "H", "N", "C", "C", "H", "H", "C", "H", "H", "C", "C", "C"],
  "positions_angstrom": [[-4.107, -1.460, -1.221], [5.725, -1.895, -0.326], [-2.845, 1.086, 1.911], [1.555, 0.740, 0.238], [-5.767, -0.760, 0.315], [-3.273, 1.426, -0.626], [-0.721, 0.609, 1.211], [-4.353, 0.815, -0.105], [4.491, -2.412, 0.121], [-1.573, -2.825, 1.345], [1.334, 0.154, -0.291], [-0.455, 0.339, 2.204], [-4.787, -2.520, -1.040], [0.738, 2.836, -1.220], [2.628, -1.460, 0.949], [-5.279, 1.284, 0.838], [-1.831, 2.443, 1.956], [-1.510, -2.944, 2.402], [-1.899, 3.329, -1.383], [-2.917, -2.123, -0.481], [5.358, 1.900, -0.439], [-0.884, 0.020, 0.459], [4.122, -3.206, 0.531], [-1.730, -1.831, -2.388], [6.091, -0.437, -0.575], [-0.499, -2.947, 0.410], [6.901, -0.200, -1.042], [-2.506, 2.224, 0.004], [-4.115, -1.135, -2.117], [2.929, 2.118, 1.263], [-2.083, 1.600, 1.480], [5.162, 0.453, -0.239], [6.432, -2.564, -0.596], [-1.434, 3.119, -0.454], [-3.720, -2.467, 1.352], [0.720, -3.317, 0.914], [2.735, 1.116, 0.581], [-3.632, 1.994, -1.402], [-0.298, 1.343, -1.481], [6.540, 2.092, -0.892], [0.416, -2.609, -1.120], [-0.476, -2.459, -0.852], [-4.728, -0.768, -0.394], [0.812, 2.242, 1.226], [-6.112, 0.464, 0.693], [-0.153, 2.054, -0.901], [3.475, -1.352, 0.634], [-2.595, 0.484, -1.129], [5.196, 2.443, 0.463], [3.698, -0.048, 0.495], [4.756, 2.173, -1.249], [-1.320, 3.906, 0.126], [-2.811, -2.575, 0.728], [-1.648, -2.189, -1.289], [0.245, 1.697, 0.400]],
  "forces_ev_per_a": [[1.82, -13.59, 3.92], [-3.22, 1.80, 0.55], [-2.34, -1.30, 1.07], [-1.65, 12.03, 8.07], [-5.04, -1.50, -0.99], [3.69, -4.03, -6.69], [-1.40, 9.00, 1.79], [-2.98, -4.19, 4.12], [1.35, 9.50, -0.09], [1.21, -1.06, -3.12], [-3.13, -12.06, -10.26], [0.98, -0.75, 0.21], [0.99, 2.21, -1.88], [-2.18, -2.15, -0.03], [-9.40, -2.90, 3.71], [9.37, 4.25, -5.96], [1.17, 2.84, 2.33], [0.34, -0.48, 0.42], [0.17, 1.50, -1.30], [4.64, 1.30, -7.65], [4.35, -0.35, -1.22], [-1.48, -4.63, -3.36], [-0.72, -5.91, 1.27], [-0.10, -0.53, 1.82], [-6.85, -5.05, 3.39], [-0.61, 0.34, 6.06], [5.07, 1.28, -2.59], [4.57, 3.57, 10.96], [0.78, 1.75, -6.36], [0.66, 0.60, -0.58], [2.79, -1.86, -6.76], [-3.37, -0.71, 2.54], [2.28, -2.18, -0.76], [-2.04, -8.33, -5.66], [0.57, -0.31, 0.02], [-0.36, 0.02, -0.08], [1.91, -1.46, 3.34], [-0.95, 1.06, -3.16], [-1.94, -6.22, -5.66], [-3.25, -0.47, 1.50], [6.65, -0.29, -4.09], [-2.67, -1.79, 4.39], [-1.41, 16.70, 7.52], [-1.68, 1.18, -1.64], [-9.84, -9.23, 4.77], [1.97, 13.48, 5.39], [10.33, 1.08, -4.98], [-1.34, 1.39, 0.26], [-0.16, 0.69, 0.34], [5.74, 3.20, -3.81], [-1.21, 1.09, -0.98], [1.29, 3.33, 2.85], [-1.49, 0.56, 4.85], [-6.71, 3.39, -4.53], [4.85, -5.85, 6.71]]
}

=====

Record 2
{
  "formula": "C5H10N2",
  "method": "ωB97M-V with the def2-TZVPD basis set",
  "de_lowest_kcal_mol": 112.3,
  "molar_mass_g_mol": 98.15,
  "lumo_ev": [-2.09, -2.09],
  "gap_ha": [0.261, 0.261],
  "symbols": ["C", "N", "H", "C", "C", "H", "H", "H", "H", "H", "C", "N", "C", "H", "H", "H", "H"],
  "positions_angstrom": [[-0.430, 0.277, -0.015], [3.460, 0.304, 0.675], [-0.260, -1.089, -1.682], [-0.446, -1.086, -0.577], [-0.634, 1.396, -0.957], [-0.804, -0.468, 1.855], [-1.368, -1.528, -0.317], [-1.670, 1.686, -1.136], [0.952, -1.903, 0.588], [1.260, -2.086, -1.029], [2.330, 0.151, 0.690], [0.528, -2.132, -0.242], [-0.786, 0.464, 1.346], [-0.165, 1.279, -1.927], [-0.210, 2.412, -0.537], [-1.693, 1.216, 1.406], [-0.065, 1.106, 1.859]],
  "forces_ev_per_a": [[0.54, 0.34, -1.23], [2.52, 0.30, 0.06], [-1.30, 0.71, 0.78], [2.56, -1.01, -2.55], [1.65, 2.85, 0.51], [-0.64, -0.56, 0.80], [-1.77, -0.03, 0.17], [-0.35, -0.61, 0.26], [1.69, 0.50, 2.35], [-1.14, -0.13, 2.21], [-3.74, -0.16, -0.61], [0.17, -0.38, -3.39], [-1.00, 2.77, 1.38], [0.08, -0.38, -0.06], [-0.61, -2.03, -0.45], [1.07, -1.98, -0.04], [0.25, -0.19, -0.20]]
}